(1)
Molecular formula: C9H16MnOP
Method: DFT, the ωB97M-V functional and the def2-TZVPD basis

XYZ file:
```
28
Properties=species:S:1:pos:R:3:forces:R:3:nbo_charge:R:1
C -0.720516 -1.542110 -0.968660 -1.524 -1.805 -0.310 -0.859
C 0.232444 -2.310559 -1.617567 -0.414 -0.578 -0.903 -0.279
C 1.492109 -1.875948 -2.080350 0.311 -0.504 -0.549 -0.404
C 2.053484 -0.591162 -1.915284 0.577 0.638 -0.855 -0.272
C 1.455266 0.488643 -1.286114 1.545 0.839 -0.870 -0.851
Mn 0.439150 -0.425533 -0.059677 -0.718 0.592 2.922 0.932
P -1.884255 -0.492466 1.424475 0.333 0.001 0.167 0.060
H -1.658043 -2.035112 -0.674316 0.154 -0.406 -0.566 0.142
H -0.009380 -3.354695 -1.869936 0.117 0.053 -0.094 0.158
H 2.049319 -2.576501 -2.718068 -0.051 0.135 0.483 0.177
H 1.953756 1.446295 -1.195119 0.714 0.119 -0.627 0.144
H 3.037433 -0.458742 -2.397707 -0.113 -0.134 -0.040 0.155
H -1.686428 -0.508741 2.843291 -0.705 0.009 -0.021 -0.048
H -2.703346 -1.657374 1.337174 0.147 0.392 0.134 -0.002
H -2.922106 0.485515 1.322347 -0.256 -0.143 0.463 -0.044
C -0.349647 3.305697 2.551431 -0.397 -0.055 -0.175 -0.426
C 0.085292 4.024594 1.273767 0.380 -0.133 0.217 -0.432
C 0.083887 2.915894 0.222436 -0.004 -0.201 -0.288 -0.063
O 0.181768 1.662923 0.940104 -0.363 1.054 0.865 -0.582
C 0.239477 1.915544 2.358691 0.163 0.071 -0.353 -0.074
H 0.004127 3.777651 3.465521 0.017 0.087 0.053 0.205
H -1.446815 3.263912 2.584391 0.183 -0.124 0.077 0.199
H 1.101684 4.407378 1.405878 -0.053 0.041 -0.047 0.195
H -0.561152 4.855740 1.002310 -0.044 0.055 -0.010 0.208
H -0.849171 2.901287 -0.362355 0.273 -0.078 0.147 0.184
H 0.930394 3.003891 -0.476979 -0.397 -0.147 0.279 0.206
H 1.299407 1.891640 2.649284 -0.152 -0.029 0.156 0.170
H -0.308698 1.128201 2.895359 0.279 0.249 -0.253 0.198
```
Forces are in eV/Å.

Its highest occupied orbital energy (spin up / spin down) is -0.72 / -1.95 eV. As for the spin multiplicity: 6. As for the HOMO-LUMO gap (spin up / spin down): 3.899 / 5.071 eV. The electronic energy is -1919.87739 Ha. The largest force on an atom comes out at 3.1 eV/Å. Its total charge is -1. The calculation puts the lowest unoccupied orbital energy (spin up / spin down) at 3.18 / 3.12 eV. The value obtained for the relative energy (zero: lowest compared OMol25 entry of this formula, charge and spin) is 17.94 kcal per mole.

***

(2)
Molecular formula: C9H16N
Method: DFT, the ωB97M-V functional and the def2-TZVPD basis

XYZ file:
```
26
Properties=species:S:1:pos:R:3:forces:R:3:nbo_charge:R:1
C -1.646834 0.814998 1.234939 -1.589 -2.559 -0.769 -0.429
N -0.449584 0.849858 0.349722 0.557 4.379 0.338 -0.383
C 0.698065 1.214495 1.253191 1.285 0.181 -0.441 -0.416
C -0.027117 -0.395697 -0.420818 0.351 0.382 -0.893 0.119
C -0.118250 -1.689866 0.423774 -1.433 0.809 -3.258 -0.628
C -0.867758 -0.461552 -1.691457 1.844 -1.252 -2.442 -0.674
C 1.508558 -0.217045 -0.707213 -0.080 -1.090 -0.518 0.005
C 2.310710 -1.408298 -0.847310 -0.320 0.206 0.550 -0.227
C 2.345754 -0.896936 -2.083230 -0.117 -0.560 -1.540 0.016
C 2.122270 0.542429 -1.873867 -2.085 1.665 0.870 -0.472
H -2.254535 1.663760 1.103628 -0.436 1.263 -0.280 0.238
H -2.288189 -0.046521 0.934113 0.456 0.630 0.101 0.235
H -1.477642 0.692688 2.291255 0.791 -0.063 0.194 0.242
H -0.635418 1.797554 -0.274870 0.807 -3.499 1.204 0.461
H 1.626534 1.498833 0.701653 -1.034 -0.457 0.388 0.258
H 0.500098 2.000689 1.943307 -0.828 0.729 0.281 0.236
H 0.844998 0.323183 1.830888 0.519 -0.354 0.344 0.220
H 0.649770 -1.731534 1.094072 2.280 -0.486 1.529 0.219
H -0.105594 -2.478616 -0.369679 0.107 0.300 1.131 0.259
H -1.000820 -1.740905 0.985524 -1.549 -0.279 0.509 0.226
H -1.792196 -0.999210 -1.556194 -0.303 -0.238 0.143 0.241
H -1.110211 0.488020 -2.233777 0.494 -0.553 0.763 0.236
H -0.196192 -1.115574 -2.474258 -1.686 1.472 1.707 0.264
H 2.372636 -2.410264 -0.403556 0.242 0.835 -0.149 0.266
H 2.898391 1.205225 -1.615351 1.640 -0.042 0.495 0.255
H 1.457885 1.246761 -2.435602 0.086 -1.417 -0.253 0.232
```
Forces are in eV/Å.

Its highest occupied orbital energy is -11.94 eV. As for the SMILES: C[NH+](C)C(C)(C)[C@@]12C=C1C2. As for the HOMO-LUMO gap: 8.676 eV. The electronic energy is -406.82536 Ha. The largest force on an atom comes out at 4.4 eV/Å. Its total charge is +1. The calculation puts the lowest unoccupied orbital energy at -3.26 eV. The value obtained for the relative energy (zero: lowest compared OMol25 entry of this formula, charge and spin) is 140.69 kcal per mole.

***

(3)
Molecular formula: C9H16N2
Method: DFT, the ωB97M-V functional and the def2-TZVPD basis

XYZ file:
```
27
Properties=species:S:1:pos:R:3:forces:R:3:nbo_charge:R:1
C 1.641515 0.297894 1.054890 -0.128 0.632 0.615 -0.385
C 1.286669 -0.036792 -0.393755 -1.154 -0.174 -0.869 -0.124
C 3.018930 0.533940 0.367353 0.132 -0.348 0.181 -0.100
C 3.317461 -0.924903 -0.103859 -0.328 0.253 -0.261 -0.232
C 2.150669 -1.280523 -0.643301 0.083 -0.203 0.150 -0.218
C -1.951384 -1.157645 0.548721 -0.300 -0.310 0.609 -0.210
C -2.365437 0.307200 0.692550 0.169 0.527 0.660 -0.451
C -2.070582 1.146967 -0.509740 -0.140 0.413 -0.263 -0.188
C -1.411298 2.301445 -0.476823 0.017 -0.085 0.253 -0.389
H 1.175923 1.263931 1.322745 0.197 -0.528 0.211 0.215
H 1.565121 -0.481618 1.819240 -0.026 0.222 -0.150 0.204
H 0.236686 0.005950 -0.760794 0.938 -0.114 0.163 0.229
H 2.633164 0.907035 -1.667001 0.027 0.130 0.078 0.346
H 3.803326 1.152245 0.830506 -0.271 -0.292 -0.352 0.207
H 4.203699 -1.530560 -0.028455 0.253 0.181 0.128 0.219
H 1.865927 -2.225812 -1.101287 0.004 0.310 0.133 0.220
H -2.290111 -2.716886 -0.768197 0.109 -0.422 0.085 0.361
H -3.338643 -1.493616 -0.908799 -0.200 -0.021 -0.072 0.349
H -2.412268 -1.653146 1.432451 0.289 -0.136 -0.458 0.166
H -0.861434 -1.261874 0.659452 -0.342 0.040 -0.140 0.189
H -1.842481 0.739831 1.589247 -0.474 -0.375 -0.727 0.214
H -3.455794 0.373781 0.911420 0.519 -0.175 -0.151 0.208
H -2.481670 0.774098 -1.453664 0.258 0.169 0.213 0.205
H -1.013375 2.693376 0.469035 -0.117 -0.160 -0.419 0.188
H -1.231223 2.891289 -1.370985 -0.040 -0.094 0.128 0.203
N 2.194539 1.092556 -0.764698 0.377 -0.081 -0.108 -0.585
N -2.367934 -1.718166 -0.746263 0.149 0.640 0.364 -0.841
```
Forces are in eV/Å.

Its highest occupied orbital energy is -8.59 eV. As for the HOMO-LUMO gap: 9.628 eV. The electronic energy is -461.91253 Ha. The largest force on an atom comes out at 1.5 eV/Å. The calculation puts the lowest unoccupied orbital energy at 1.03 eV. The value obtained for the relative energy (zero: lowest compared OMol25 entry of this formula, charge and spin) is 81.73 kcal per mole.

***

(4)
Molecular formula: C9H16N2O
Method: DFT, the ωB97M-V functional and the def2-TZVPD basis

XYZ file:
```
28
Properties=species:S:1:pos:R:3:forces:R:3:nbo_charge:R:1
C -1.621863 -0.102186 0.484204 -0.541 0.146 0.067 -0.400
C -2.684301 -0.909193 0.384044 0.246 0.140 0.077 0.187
C -2.891456 -1.995090 1.328137 -0.433 -1.078 0.792 0.219
N -3.147520 -2.875605 2.042835 0.461 1.257 -0.968 -0.289
O -3.617123 -0.760328 -0.585621 0.514 0.503 -0.189 -0.490
C -4.756159 -1.587537 -0.615003 -0.615 -0.366 -0.104 -0.258
H -0.964980 -0.253926 1.327312 0.191 0.042 -0.158 0.225
H -1.473804 0.762688 -0.177403 -0.146 -0.650 0.322 0.224
H -4.482404 -2.644693 -0.728366 -0.063 0.199 -0.073 0.187
H -5.337560 -1.246962 -1.489352 0.251 -0.257 0.503 0.207
H -5.352464 -1.485270 0.302284 0.074 0.051 -0.232 0.187
C 2.724785 2.827798 -1.470410 -0.225 -0.174 -0.440 -0.592
C 2.784741 1.599033 -0.597937 -0.014 0.128 0.206 -0.076
C 4.088041 0.832759 -0.677340 0.309 -0.247 -0.389 -0.200
N 4.118478 -0.298269 0.263353 0.135 -0.303 -0.254 -0.846
C 1.518658 0.831609 -0.388004 -0.485 -0.804 -0.827 -0.424
C 2.072442 1.649095 0.718470 0.300 0.099 0.507 -0.426
H 2.886153 2.540725 -2.524679 -0.077 0.184 0.278 0.205
H 3.510054 3.537181 -1.196478 -0.121 0.076 0.009 0.208
H 1.733141 3.314828 -1.401242 0.544 -0.156 0.006 0.211
H 4.918123 1.519985 -0.450636 -0.200 -0.208 0.109 0.191
H 4.240352 0.521220 -1.738342 -0.057 0.097 0.491 0.168
H 3.679692 -1.121916 -0.140677 -0.093 0.253 0.010 0.354
H 5.059173 -0.608348 0.480048 0.024 0.346 -0.068 0.364
H 1.591258 -0.257413 -0.308127 -0.084 0.397 0.062 0.212
H 0.630225 1.165359 -0.929532 0.310 -0.026 0.218 0.206
H 1.575433 2.564028 0.973539 -0.193 0.329 0.088 0.207
H 2.518554 1.114521 1.546335 -0.012 0.024 -0.043 0.238
```
Forces are in eV/Å.

Its highest occupied orbital energy is -9.36 eV. As for the SMILES: C=C(C#N)OC.CC1(CN)CC1. As for the HOMO-LUMO gap: 10.120 eV. The electronic energy is -537.18948 Ha. The largest force on an atom comes out at 1.7 eV/Å. The calculation puts the lowest unoccupied orbital energy at 0.76 eV. The value obtained for the relative energy (zero: lowest compared OMol25 entry of this formula, charge and spin) is 71.79 kcal per mole.